(1)
52
Properties=species:S:1:pos:R:3:mulliken_charge:R:1 method="wB97M-V/def2-TZVPD" e_homo_ev="-10.737 / -10.488" e_lumo_ev="-5.452 / -5.436" total_charge=+1 gap_ev="5.3 / 5.1" de_lowest_kj_mol=0.00 multiplicity=2
O -0.068 -1.269 -3.871 -0.786
H -0.562 -1.809 -4.587 0.074
Ti -0.474 0.204 -0.631 -0.883
N 0.970 -0.983 -1.456 1.192
N -1.098 -1.741 -0.256 1.143
N 0.273 2.056 -0.760 0.761
N -1.731 1.153 0.586 0.469
O 2.069 -0.416 -1.705 -0.726
O 1.386 2.496 -1.450 -0.511
O -2.572 0.523 1.495 -0.455
O -2.099 -1.992 0.540 -0.868
C -0.443 -2.741 -0.914 0.116
C 0.750 -2.322 -1.548 0.671
C -0.400 2.986 -0.038 0.283
C -1.500 2.479 0.738 0.417
C 1.708 -3.192 -2.258 -1.530
H 1.797 -2.824 -3.285 0.308
H 1.318 -4.216 -2.253 0.395
H 2.681 -3.172 -1.750 0.297
C -1.024 -4.096 -0.907 -1.529
H -2.011 -4.091 -1.388 0.327
H -1.133 -4.444 0.127 0.333
H -0.354 -4.754 -1.458 0.372
C 0.186 4.347 0.093 -1.552
C -2.264 3.282 1.724 -1.462
H 0.903 4.585 -0.707 0.413
H 0.736 4.399 1.047 0.351
H -0.593 5.120 0.107 0.420
H -2.841 2.650 2.414 0.402
H -2.970 3.945 1.198 0.348
H -1.572 3.916 2.296 0.381
H 1.841 1.661 -1.760 0.385
H -2.597 -0.426 1.135 0.457
C -1.730 0.335 -2.179 -0.348
H -1.050 -0.186 -2.932 0.148
H -1.992 1.368 -2.452 0.323
H -2.616 -0.306 -2.032 0.316
O 1.561 0.811 -4.282 -0.666
H 1.262 -0.155 -4.370 0.386
H 0.718 1.281 -4.211 0.281
C 2.516 0.244 3.291 -0.747
N 1.193 -0.366 3.352 0.192
C 0.765 -0.900 4.617 -0.816
C 0.408 -0.463 2.282 0.165
O 0.779 0.028 1.186 -0.485
H 2.937 0.144 4.300 0.304
H 2.429 1.294 2.997 0.265
H 3.132 -0.276 2.551 0.299
H -0.148 -0.438 4.987 0.353
H 0.538 -1.964 4.576 0.350
H 1.537 -0.755 5.361 0.239
H -0.548 -1.012 2.440 0.430

(2)
49
Properties=species:S:1:pos:R:3:mulliken_charge:R:1 method="wB97M-V/def2-TZVPD" e_homo_ev=-4.552 e_lumo_ev=2.104 total_charge=-1 gap_ev=6.7 multiplicity=1
C -0.800 4.013 2.368 -0.908
C -1.293 2.434 2.114 -0.301
O -0.987 2.019 0.738 -0.141
C -1.351 0.596 0.500 -0.634
Nb 0.431 -0.509 -0.459 -0.957
C 0.135 0.419 -2.502 -0.731
C -0.650 1.824 -2.624 -0.282
C 0.336 3.168 -2.775 -0.505
S 0.259 4.321 -1.300 -0.220
C -0.968 -2.178 -1.100 -0.595
C -0.314 -3.575 -1.598 -0.412
O 1.050 -3.536 -2.123 -0.278
C 1.995 -4.252 -1.205 0.254
O 3.311 -3.922 -1.181 -0.501
B 1.800 1.252 0.116 0.718
O 1.952 1.823 1.469 -0.511
O 2.632 1.843 -0.961 -0.527
C 0.864 -1.390 1.588 0.118
F 0.538 -0.480 2.744 -0.372
C 0.183 -2.834 1.927 -0.322
C -1.406 -2.722 2.439 -0.856
H -1.508 4.790 1.823 0.218
H -0.788 4.275 3.517 0.313
H 0.330 4.143 2.005 0.157
H -2.452 2.365 2.341 0.338
H -0.649 1.795 2.870 0.171
H -2.316 0.511 -0.159 0.249
H -1.643 0.166 1.570 0.396
H 1.934 -1.334 -1.100 0.140
H 1.218 0.571 -2.982 0.327
H -0.401 -0.364 -3.224 0.357
H -1.460 2.071 -1.825 0.144
H -1.238 1.794 -3.665 0.319
H -0.050 3.803 -3.709 0.323
H 1.445 2.845 -3.071 0.204
H -1.065 4.494 -0.854 0.083
H -1.810 -2.456 -0.301 0.170
H -1.589 -1.745 -2.024 0.480
H -0.384 -4.451 -0.789 0.279
H -0.997 -3.966 -2.498 0.252
H 1.669 -5.094 -0.454 0.277
H 2.955 1.823 1.662 0.197
H 3.360 2.425 -0.593 0.175
H 2.046 -1.548 1.659 0.310
H 0.758 -3.246 2.890 0.375
H 0.335 -3.669 1.108 0.035
H -1.875 -3.798 2.225 0.285
H -2.037 -1.964 1.810 0.100
H -1.503 -2.552 3.592 0.287

(3)
54
Properties=species:S:1:pos:R:3:mulliken_charge:R:1 method="wB97M-V/def2-TZVPD" e_homo_ev=-9.224 e_lumo_ev=-0.086 total_charge=0 gap_ev=9.1 multiplicity=1
O 0.109 0.224 4.035 -0.655
P -0.497 0.515 2.736 0.827
O -1.478 1.775 2.780 -0.495
O -1.299 -0.702 2.112 -0.238
C -2.729 -0.791 2.227 -0.449
C -3.416 -0.165 1.018 -0.223
O -4.820 -0.224 1.189 -0.356
C -5.344 0.940 1.781 -0.532
C -6.806 0.710 2.145 0.870
F -6.971 0.566 3.464 -0.281
F -7.313 -0.368 1.573 -0.259
F -7.558 1.752 1.774 -0.285
O 0.546 0.915 1.594 -0.199
P 0.434 0.393 0.014 0.358
O 0.842 1.763 -0.744 -0.461
I 2.477 -0.924 -0.116 -0.090
H -1.539 2.225 1.926 0.335
H -3.094 -0.388 3.174 0.351
H -2.960 -1.859 2.218 0.301
H -3.088 0.873 0.876 0.243
H -3.154 -0.735 0.123 0.260
H -5.293 1.781 1.079 0.312
H -4.788 1.207 2.688 0.308
H 0.146 1.922 -1.404 0.343
C -0.390 0.579 -6.223 -1.059
C -0.892 -0.016 -4.920 -0.343
O -1.408 0.941 -4.007 -0.368
C -2.515 1.703 -4.460 -0.358
C -3.735 0.875 -4.822 -1.043
H 0.375 1.331 -6.031 0.297
H 0.041 -0.206 -6.845 0.386
H -1.190 1.052 -6.795 0.267
H -0.065 -0.491 -4.392 0.334
H -1.634 -0.798 -5.114 0.298
H -2.221 2.343 -5.299 0.313
H -2.759 2.369 -3.630 0.329
H -3.542 0.208 -5.662 0.267
H -4.558 1.531 -5.103 0.389
H -4.049 0.265 -3.974 0.282
C 5.419 -2.527 3.835 -1.020
C 5.802 -2.672 2.373 -0.352
O 5.640 -1.489 1.612 -0.350
C 6.394 -0.366 2.030 -0.358
C 7.898 -0.584 2.008 -1.041
H 4.388 -2.184 3.928 0.276
H 5.514 -3.489 4.341 0.390
H 6.059 -1.815 4.358 0.261
H 5.149 -3.405 1.897 0.345
H 6.826 -3.054 2.279 0.284
H 6.069 -0.033 3.022 0.311
H 6.128 0.426 1.330 0.328
H 8.211 -1.358 2.710 0.271
H 8.410 0.339 2.284 0.381
H 8.226 -0.881 1.011 0.296

(4)
45
Properties=species:S:1:pos:R:3:mulliken_charge:R:1 method="wB97M-V/def2-TZVPD" e_homo_ev=-11.675 e_lumo_ev=-2.758 total_charge=+1 gap_ev=8.9 de_lowest_kj_mol=215.43 multiplicity=1
N -1.929 0.947 -2.327 -0.541
C -2.344 0.111 -1.479 -0.189
C -2.244 0.277 0.017 -0.509
N -1.569 -0.879 0.703 0.138
C -0.075 -0.773 0.802 -0.954
C 0.601 -0.930 -0.550 -0.011
N 2.031 -1.094 -0.386 -0.555
H -1.481 1.756 -1.895 0.271
H -2.838 -0.783 -1.858 0.392
H -3.256 0.313 0.423 0.291
H -1.753 1.204 0.301 0.397
H -1.928 -0.884 1.664 0.236
H -1.827 -1.737 0.217 0.438
H 0.239 -1.599 1.441 0.450
H 0.160 0.168 1.292 0.354
H 0.373 -0.064 -1.170 0.239
H 0.175 -1.819 -1.032 0.173
H 2.349 -0.977 0.563 0.236
H 2.541 -0.473 -0.997 0.236
C -3.459 1.291 5.138 -0.579
C -2.596 0.140 5.654 -0.604
C -2.604 -0.812 4.470 -0.457
O -2.708 0.018 3.291 -0.367
C -3.048 1.366 3.678 -0.513
H -3.294 2.229 5.663 0.347
H -4.516 1.035 5.221 0.272
H -1.582 0.490 5.853 0.276
H -2.981 -0.321 6.560 0.348
H -3.467 -1.481 4.498 0.298
H -1.697 -1.415 4.403 0.292
H -2.167 2.000 3.542 0.299
H -3.844 1.730 3.028 0.306
C 4.809 0.452 -4.790 -0.554
C 3.986 -0.827 -4.945 -0.579
C 3.138 -0.790 -3.685 -0.354
O 2.924 0.588 -3.363 -0.388
C 3.799 1.402 -4.160 -0.433
H 5.211 0.830 -5.727 0.345
H 5.642 0.281 -4.105 0.263
H 3.351 -0.762 -5.830 0.275
H 4.588 -1.731 -5.023 0.343
H 3.657 -1.264 -2.844 0.301
H 2.171 -1.279 -3.814 0.238
H 3.201 1.911 -4.922 0.265
H 4.260 2.156 -3.522 0.268

(5)
52
Properties=species:S:1:pos:R:3:mulliken_charge:R:1 method="wB97M-V/def2-TZVPD" e_homo_ev=-10.485 e_lumo_ev=-2.569 total_charge=+1 gap_ev=7.9 multiplicity=1
C -1.651 -2.187 -1.624 -0.630
C -1.978 -2.039 -3.126 -0.821
C -1.641 -3.261 -3.990 -0.610
I -1.932 -2.695 -6.056 0.040
B -0.175 -3.772 -3.807 0.222
O 0.170 -4.567 -2.709 -0.042
B 1.342 -4.222 -2.098 0.222
Br 1.486 -4.420 -0.194 -0.244
O 2.371 -3.663 -2.807 -0.142
B 1.900 -2.882 -3.851 0.453
P 2.473 -1.034 -4.151 0.287
N 2.135 -0.478 -5.572 -0.675
O 0.887 -3.385 -4.611 -0.292
H -2.556 -2.058 -1.034 0.428
H -0.958 -1.411 -1.303 -0.202
H -1.254 -3.161 -1.365 0.349
H -1.502 -1.153 -3.538 0.436
H -3.046 -1.866 -3.225 0.459
H -2.372 -4.050 -3.849 0.585
H 3.842 -1.039 -3.817 0.058
H 1.855 -0.364 -3.066 -0.084
H 1.521 0.322 -5.543 0.224
C 2.407 1.257 0.753 -1.346
C 1.137 0.437 0.550 0.008
C -0.148 1.261 0.411 -0.660
C -0.484 2.333 1.441 -1.087
N -0.997 1.885 2.791 0.322
C 0.053 1.208 3.633 -0.311
C 0.865 2.343 4.220 -0.419
C -0.204 3.385 4.581 -0.640
C -1.360 3.129 3.602 -0.467
C -2.194 1.015 2.630 -1.200
H 2.331 1.955 1.589 0.199
H 3.253 0.605 0.960 0.391
H 2.647 1.836 -0.140 0.376
H 1.040 -0.318 1.334 0.363
H 1.243 -0.140 -0.371 0.034
H -0.998 0.587 0.286 0.227
H -0.088 1.810 -0.533 0.458
H -1.294 2.938 1.035 0.431
H 0.353 3.002 1.631 0.558
H -0.478 0.663 4.413 0.469
H 0.617 0.503 3.032 0.058
H 1.563 2.742 3.484 0.026
H 1.449 2.020 5.077 0.546
H 0.173 4.401 4.505 0.375
H -0.549 3.245 5.603 0.286
H -1.531 3.946 2.908 0.285
H -2.289 2.913 4.121 0.373
H -1.903 0.085 2.150 0.438
H -2.933 1.538 2.028 0.383
H -2.599 0.802 3.614 0.502

(6)
44
Properties=species:S:1:pos:R:3:mulliken_charge:R:1 method="wB97M-V/def2-TZVPD" e_homo_ev=-8.084 e_lumo_ev=0.891 total_charge=0 gap_ev=9.0 de_lowest_kj_mol=110.17 multiplicity=1
O 0.289 0.013 -0.128 -0.133
N -2.334 1.219 -1.281 -0.157
C -2.175 3.104 1.119 -1.274
C 3.309 1.015 0.817 -1.071
C 0.680 -3.010 -2.237 -1.457
C 0.975 -1.685 2.421 -1.132
C 0.111 0.990 -1.142 -0.112
C -1.102 0.781 -1.950 -1.075
C -2.856 0.343 -0.210 -0.383
C -2.443 1.774 1.785 0.340
C -3.489 0.991 1.001 -0.936
C 3.207 -0.193 -0.217 -0.430
C 1.649 -1.928 -1.947 -0.209
C 1.615 -2.328 1.229 -0.414
Si 1.593 -1.107 -0.282 -0.185
H -3.149 1.678 -1.783 0.269
H -1.982 3.139 0.036 0.277
H -2.931 3.917 1.359 0.313
H -1.187 3.484 1.456 0.330
H 2.607 1.813 0.657 0.243
H 4.334 1.521 0.773 0.328
H 3.202 0.680 1.881 0.242
H -0.333 -2.646 -2.203 0.274
H 0.747 -3.766 -1.454 0.306
H 0.936 -3.532 -3.123 0.429
H 1.568 -0.878 2.897 0.225
H 0.851 -2.416 3.190 0.448
H -0.007 -1.297 2.210 0.137
H 0.995 1.002 -1.825 0.448
H 0.023 2.027 -0.704 0.183
H -1.130 1.343 -2.893 0.415
H -1.156 -0.225 -2.379 0.175
H -1.971 -0.211 0.188 -0.029
H -3.431 -0.391 -0.737 0.472
H -1.488 1.198 1.772 -0.208
H -2.703 1.919 2.873 0.357
H -3.798 0.128 1.628 0.327
H -4.378 1.586 0.843 0.400
H 3.419 0.161 -1.259 0.311
H 3.929 -0.965 -0.003 0.427
H 1.549 -1.185 -2.798 0.338
H 2.746 -2.214 -2.097 0.430
H 1.062 -3.202 1.002 0.436
H 2.648 -2.648 1.517 0.325

(7)
58
Properties=species:S:1:pos:R:3:mulliken_charge:R:1 method="wB97M-V/def2-TZVPD" e_homo_ev=-0.409 e_lumo_ev=3.735 total_charge=-2 gap_ev=4.1 multiplicity=1
Al -0.861 0.429 0.608 1.406
O -0.521 -2.106 -0.759 -0.808
H -0.950 -2.826 -1.231 -0.001
O -2.864 1.304 -1.020 -0.818
H -2.853 1.692 -1.901 0.111
P 2.013 0.720 2.091 0.637
O 2.808 -0.446 2.729 -0.783
O 3.100 1.676 1.598 -0.708
O 0.714 1.286 2.699 -0.695
O 1.621 0.133 0.679 -0.395
C -3.849 -2.131 1.469 -0.189
O -3.334 -1.045 1.466 -0.389
N -4.003 -2.943 0.383 0.306
C -4.130 -4.374 0.604 -1.069
C -3.773 -2.475 -0.952 -0.812
H -4.168 -2.670 2.376 0.274
H -3.433 -4.899 -0.061 0.334
H -5.031 -4.812 0.151 0.364
H -4.022 -4.779 1.605 0.360
H -2.796 -2.710 -1.365 0.161
H -4.583 -2.817 -1.611 0.352
H -3.915 -1.396 -1.042 0.268
C 1.603 0.771 -2.416 0.073
O 0.658 1.146 -1.779 -0.487
N 1.925 1.210 -3.673 0.230
C 1.275 2.396 -4.225 -0.897
C 2.570 0.406 -4.672 -0.970
H 2.259 -0.049 -2.085 0.270
H 0.383 2.000 -4.721 0.364
H 1.968 2.923 -4.882 0.328
H 0.936 3.150 -3.517 0.083
H 1.829 -0.284 -5.091 0.354
H 3.091 0.887 -5.500 0.283
H 3.355 -0.192 -4.199 0.320
C -0.193 -1.921 3.509 -0.229
O -1.010 -1.193 2.981 -0.432
N 0.121 -3.161 3.057 0.330
C 1.340 -3.777 3.511 -1.061
C -0.516 -3.711 1.874 -0.329
H 0.332 -1.577 4.413 0.339
H 1.091 -4.407 4.378 0.344
H 2.079 -3.068 3.889 0.342
H 1.829 -4.389 2.754 0.318
H -1.334 -3.056 1.585 -0.245
H 0.170 -3.696 1.027 0.349
H -0.886 -4.715 2.108 0.338
C 0.907 3.703 0.717 0.266
O -0.101 3.261 0.211 -0.617
N 1.570 4.825 0.281 0.240
C 2.615 5.323 1.166 -1.090
C 1.286 5.543 -0.936 -0.548
H 1.408 3.164 1.532 0.163
H 2.530 6.412 1.234 0.413
H 3.593 5.126 0.715 0.327
H 2.632 4.909 2.170 0.337
H 1.129 4.872 -1.783 -0.117
H 0.345 6.102 -0.887 0.300
H 2.042 6.257 -1.262 0.405

(8)
51
Properties=species:S:1:pos:R:3:mulliken_charge:R:1 method="wB97M-V/def2-TZVPD" e_homo_ev="-0.453 / -3.987" e_lumo_ev="2.844 / 2.822" total_charge=-1 gap_ev="3.3 / 6.8" multiplicity=2
Hg -0.230 0.121 0.320 2.033
F 1.741 0.121 0.320 -0.682
B 3.195 0.121 0.321 -0.603
F 3.679 -0.894 -0.600 -0.393
F 3.680 -0.169 1.660 -0.396
F 3.680 1.426 -0.098 -0.393
C 2.513 4.406 -0.020 -1.059
C 1.146 4.757 -0.594 -0.173
C -0.008 4.334 0.310 -1.107
S -0.230 2.524 0.320 0.688
O -0.591 2.129 1.722 -0.762
C -1.763 2.447 -0.661 -1.086
C -1.558 2.731 -2.144 -0.265
C -0.723 1.673 -2.853 -0.993
H 3.304 4.792 -0.672 0.372
H 2.650 3.324 0.064 0.172
H 2.648 4.849 0.972 0.300
H 1.050 4.314 -1.591 0.142
H 1.102 5.845 -0.723 0.421
H -0.937 4.816 -0.007 0.306
H 0.185 4.648 1.341 0.494
H -2.484 3.149 -0.229 0.337
H -2.172 1.440 -0.528 0.076
H -1.108 3.716 -2.299 0.171
H -2.544 2.763 -2.624 0.457
H 0.306 1.656 -2.482 0.171
H -0.685 1.884 -3.927 0.408
H -1.156 0.677 -2.720 0.131
C 1.948 -4.012 0.146 -1.237
C 0.466 -3.891 -0.172 -0.554
P -0.230 -2.270 0.320 0.647
C -2.000 -2.358 -0.141 -0.380
C -2.621 -3.735 -0.282 -1.466
C -0.231 -2.315 2.151 -0.619
C -0.971 -3.452 2.825 -1.436
H 2.332 -4.971 -0.216 0.393
H 2.136 -3.965 1.224 0.291
H 2.530 -3.217 -0.334 0.256
H -0.066 -4.721 0.302 0.408
H 0.337 -4.008 -1.253 0.413
H -2.104 -1.849 -1.107 0.177
H -2.584 -1.767 0.573 0.373
H -2.164 -4.298 -1.102 0.298
H -3.688 -3.639 -0.513 0.438
H -2.533 -4.333 0.628 0.277
H -0.654 -1.369 2.509 0.455
H 0.810 -2.327 2.492 0.396
H -2.047 -3.401 2.635 0.284
H -0.835 -3.390 3.910 0.443
H -0.607 -4.433 2.506 0.282
H -1.918 0.121 0.320 0.093

(9)
58
Properties=species:S:1:pos:R:3:mulliken_charge:R:1 method="wB97M-V/def2-TZVPD" e_homo_ev=-8.917 e_lumo_ev=-0.167 total_charge=0 gap_ev=8.8 de_lowest_kj_mol=221.69 multiplicity=1
Hf -0.084 -1.089 0.152 0.728
Br 0.039 -1.099 -2.669 -0.579
Br 1.278 -3.521 0.836 -0.558
Br 1.158 0.293 2.371 -0.522
Br -2.438 0.407 0.284 -0.559
O 0.411 1.345 -0.691 0.255
S 0.433 2.767 -1.014 0.994
O 0.287 3.158 -2.419 -0.666
O -0.688 3.497 -0.045 -0.245
C -1.407 4.653 -0.523 -0.353
C -1.086 5.635 0.537 -1.030
C 2.039 3.519 -0.414 -0.859
H -2.440 4.305 -0.563 0.279
H -1.274 4.903 -1.576 0.346
H -1.521 6.621 0.373 0.385
H -0.019 5.741 0.732 0.224
H -1.511 5.394 1.511 0.303
H 2.886 2.905 -0.720 0.231
H 1.815 3.658 0.644 0.223
H 1.984 4.552 -0.755 0.425
O 4.609 -1.473 0.577 -0.602
S 3.843 -0.387 -0.089 0.746
O 2.420 -0.533 -0.397 -0.140
O 4.176 1.142 0.575 -0.118
C 4.637 1.214 1.915 -0.349
C 4.104 2.504 2.514 -1.020
C 4.654 -0.025 -1.729 -0.987
H 5.723 1.146 1.844 0.407
H 4.272 0.431 2.580 0.391
H 3.821 3.297 1.822 0.177
H 4.783 2.958 3.236 0.392
H 3.133 2.295 2.964 0.185
H 4.360 -0.638 -2.580 0.370
H 5.675 -0.307 -1.469 0.382
H 4.572 1.045 -1.921 0.262
C -1.968 -1.249 3.171 -1.060
O -1.484 -1.940 1.965 0.125
C -2.134 -3.099 1.776 -0.863
C -2.749 -3.208 0.419 -0.417
O -1.670 -3.046 -0.492 0.458
C -1.644 -3.898 -1.632 -0.922
C -2.779 -3.673 -2.643 -0.326
O -4.020 -3.817 -1.937 -0.313
C -5.044 -3.482 -2.875 -0.871
H -1.385 -1.699 3.975 0.338
H -3.057 -1.253 3.189 0.460
H -1.676 -0.211 3.331 0.215
H -2.979 -3.246 2.449 0.542
H -1.543 -3.997 1.954 0.210
H -3.577 -2.514 0.275 0.228
H -3.166 -4.210 0.317 0.571
H -1.505 -4.878 -1.175 0.378
H -0.724 -3.950 -2.213 0.448
H -2.569 -4.271 -3.530 0.422
H -2.825 -2.648 -3.012 0.309
H -6.039 -3.742 -2.512 0.279
H -5.041 -3.887 -3.887 0.298
H -5.063 -2.394 -2.807 0.373

Number 1: F_max 0.086 Eh/bohr. Number 2: F_max 0.177 Eh/bohr. Number 3: F_max 0.031 Eh/bohr. Number 4: F_max 0.015 Eh/bohr. Number 5: F_max 0.024 Eh/bohr. Number 6: F_max 0.064 Eh/bohr. Number 7: F_max 0.083 Eh/bohr. Number 8: F_max 0.123 Eh/bohr. Number 9: F_max 0.079 Eh/bohr.